1.
This record from the OMol25 dataset describes a molecular structure, C29H58ClN2O10P2SSi2 at a distorted geometry. The level of theory is ωB97M-V with the def2-TZVPD basis set.

Its net charge is +1. The spin multiplicity is 1. As for the LUMO energy: -8.0 eV. Its gap between HOMO and LUMO is 1.11 eV. As for the electronic energy: -4121.085878 Ha.

CARTESIAN COORDINATES (ANGSTROEM)
C: -0.471 7.342 0.256
C: 1.189 7.272 0.199
O: 1.828 8.099 1.067
O: 1.868 6.390 -0.762
C: 2.375 5.159 -0.108
C: 3.100 4.150 -1.192
C: 1.988 3.308 -2.114
C: 1.444 2.092 -1.122
Si: 0.180 0.899 -2.006
C: 1.254 -0.672 -2.499
C: 0.287 -1.954 -2.941
C: 1.238 -3.136 -3.597
O: 1.676 -2.805 -4.968
O: -1.087 0.289 -0.963
Si: -2.465 1.370 -0.839
C: -3.701 0.476 0.401
C: -3.171 0.479 1.952
C: -4.026 -0.499 2.970
C: -3.812 0.133 4.501
N: -4.639 1.390 4.740
C: -5.632 1.996 3.753
C: -6.309 3.379 4.313
C: -5.647 3.555 5.802
C: -4.640 2.271 5.984
O: -3.391 1.549 -2.336
C: -4.069 2.850 -2.414
C: -5.350 3.016 -1.378
C: -6.196 4.382 -1.798
O: -6.313 1.887 -1.578
P: -1.993 3.310 0.144
O: -0.942 4.283 -0.903
Cl: -0.862 3.046 1.919
P: -0.485 1.774 -3.905
O: -1.585 0.586 -4.634
O: -1.195 3.359 -3.788
S: 1.016 1.907 -5.197
H: -0.827 7.439 -0.855
H: -0.926 6.434 0.842
H: -0.755 8.350 0.809
H: 1.572 4.630 0.576
H: 3.231 5.523 0.637
H: 3.656 3.325 -0.546
H: 3.920 4.664 -1.853
H: 1.125 3.992 -2.511
H: 2.635 2.810 -2.980
H: 2.416 1.460 -0.850
H: 1.053 2.531 -0.110
H: 1.773 -1.011 -1.491
H: 2.059 -0.403 -3.315
H: -0.185 -2.367 -1.927
H: -0.557 -1.655 -3.699
H: 2.170 -3.238 -2.859
H: 0.661 -4.172 -3.627
H: 2.385 -2.088 -4.956
H: -4.805 0.848 0.287
H: -3.705 -0.662 0.043
H: -2.009 0.241 1.932
H: -3.265 1.598 2.335
H: -3.467 -1.535 2.979
H: -5.166 -0.573 2.680
H: -2.674 0.493 4.518
H: -3.905 -0.672 5.345
H: -5.890 1.565 2.680
H: -7.074 4.063 3.750
H: -5.895 4.456 6.512
H: -4.047 2.155 7.003
H: -3.339 3.785 -2.364
H: -4.549 2.904 -3.507
H: -5.045 3.151 -0.257
H: -5.953 4.665 -2.918
H: -7.357 4.189 -1.724
H: -5.807 5.252 -1.116
H: -6.803 2.035 -2.452
H: -1.470 5.114 -1.143
H: -2.485 1.015 -4.735
H: -0.634 4.070 -4.217
C: 3.015 -5.476 2.503
C: 3.120 -5.640 0.961
C: 3.303 -7.139 0.585
C: 4.708 -7.675 0.821
C: 5.755 -6.773 0.173
C: 5.626 -5.295 0.622
N: 4.230 -4.767 0.453
O: 4.018 -4.554 -0.921
C: 6.078 -5.167 2.102
C: 6.683 -4.441 -0.152
C: 1.708 -5.206 0.438
H: 3.405 -4.506 2.832
H: 1.976 -5.512 2.853
H: 3.540 -6.265 3.047
H: 3.058 -7.285 -0.477
H: 2.589 -7.757 1.146
H: 4.904 -7.783 1.890
H: 4.790 -8.684 0.395
H: 6.757 -7.156 0.415
H: 5.659 -6.847 -0.917
H: 5.942 -4.143 2.471
H: 7.142 -5.411 2.207
H: 5.559 -5.843 2.781
H: 6.575 -4.516 -1.239
H: 7.701 -4.777 0.078
H: 6.616 -3.384 0.129
H: 1.513 -4.148 0.652
H: 0.915 -5.794 0.918
H: 1.589 -5.367 -0.640

2.
This record from the OMol25 dataset describes a molecular structure, C28H30O3P2S3V at a distorted geometry. The level of theory is ωB97M-V with the def2-TZVPD basis set.

Its net charge is +1. The spin multiplicity is 3. For the energy relative to the best compared isomer or geometry (same formula, charge and spin), the calculation gives 31.1 kJ/mol. As for the LUMO energy (alpha / beta): -4.0 / -3.4 eV. Its gap between HOMO and LUMO (alpha / beta) is 7.38 / 8.37 eV. As for the electronic energy: -4131.806812 Ha.

CARTESIAN COORDINATES (ANGSTROEM)
V: 0.155 -0.049 0.172
C: -2.876 0.731 -1.296
C: -1.944 1.527 -2.197
P: -0.305 1.710 -1.383
C: -0.683 3.029 -0.177
C: -0.630 4.384 -0.488
C: -0.962 5.328 0.473
C: -1.347 4.927 1.745
C: -1.410 3.578 2.061
C: -1.077 2.634 1.104
C: 0.719 2.494 -2.668
C: 0.152 3.174 -3.745
C: 0.964 3.779 -4.691
C: 2.345 3.716 -4.576
C: 2.917 3.038 -3.510
C: 2.109 2.428 -2.566
P: -2.033 -0.753 -0.558
C: -2.110 -1.884 -1.985
C: -2.955 -2.989 -1.986
C: -2.999 -3.821 -3.094
C: -2.212 -3.554 -4.204
C: -1.372 -2.451 -4.207
C: -1.314 -1.621 -3.098
C: -3.328 -1.224 0.639
C: -3.030 -1.554 1.959
C: -4.041 -1.911 2.838
C: -5.359 -1.932 2.411
C: -5.667 -1.587 1.104
C: -4.661 -1.234 0.221
H: -3.740 0.399 -1.869
H: -3.238 1.349 -0.470
H: -2.356 2.518 -2.387
H: -1.795 1.017 -3.151
H: -0.317 4.700 -1.474
H: -0.923 6.381 0.227
H: -1.597 5.666 2.494
H: -1.726 3.266 3.049
H: -1.156 1.572 1.358
H: -0.921 3.237 -3.861
H: 0.514 4.307 -5.522
H: 2.972 4.186 -5.321
H: 3.994 2.988 -3.417
H: 2.557 1.892 -1.742
H: -3.545 -3.223 -1.111
H: -3.646 -4.688 -3.082
H: -2.244 -4.211 -5.062
H: -0.749 -2.240 -5.067
H: -0.626 -0.786 -3.091
H: -2.009 -1.541 2.300
H: -3.793 -2.183 3.856
H: -6.147 -2.212 3.098
H: -6.696 -1.593 0.769
H: -4.919 -0.985 -0.800
O: -0.836 -3.069 0.407
S: 0.435 -2.528 0.814
O: 0.156 -1.193 1.537
O: 1.317 -3.353 1.563
S: 1.319 -1.702 -0.835
C: 3.623 0.398 0.395
S: 2.106 1.305 0.808
C: 2.105 1.065 2.606
H: 3.663 -0.526 0.966
H: 4.464 1.046 0.637
H: 3.618 0.164 -0.664
H: 3.069 1.392 2.988
H: 1.931 0.020 2.847
H: 1.319 1.692 3.023

3.
This record from the OMol25 dataset describes a gas-phase ion, C39H50N3 (charge +1) at a distorted geometry. The level of theory is ωB97M-V with the def2-TZVPD basis set.

Its net charge is +1. The spin multiplicity is 1. As for the LUMO energy: -3.0 eV. Its gap between HOMO and LUMO is 8.36 eV. As for the electronic energy: -1680.139286 Ha.

CARTESIAN COORDINATES (ANGSTROEM)
C: 2.269 -3.887 -0.077
C: 1.676 -2.898 -1.078
C: 1.450 -3.553 -2.442
C: 2.511 -1.620 -1.228
C: 3.795 -1.705 -1.774
C: 4.469 -0.555 -2.178
C: 3.862 0.696 -2.055
C: 2.574 0.803 -1.527
C: 1.779 2.104 -1.562
C: 2.214 3.082 -2.657
C: 1.755 2.752 -0.191
C: 1.963 -0.347 -1.006
N: 0.605 -0.240 -0.503
N: -0.385 -0.175 -1.420
N: -1.510 -0.391 -0.711
C: -2.784 -0.465 -1.401
C: -3.329 -1.718 -1.710
C: -2.542 -3.008 -1.443
C: -2.339 -3.827 -2.722
C: -3.157 -3.855 -0.331
C: -4.588 -1.753 -2.303
C: -5.247 -0.567 -2.629
C: -4.638 0.669 -2.408
C: -3.373 0.726 -1.825
C: -2.640 2.056 -1.645
C: -3.248 2.905 -0.534
C: -2.519 2.823 -2.962
C: -1.247 -0.448 0.643
C: -2.347 -0.614 1.583
C: 0.095 -0.291 0.796
C: 0.993 -0.271 1.983
H: 2.363 -3.426 0.914
H: 1.613 -4.762 0.018
H: 3.260 -4.231 -0.403
H: 0.695 -2.585 -0.700
H: 0.992 -2.839 -3.139
H: 2.399 -3.896 -2.878
H: 0.778 -4.415 -2.348
H: 4.230 -2.695 -1.927
H: 5.452 -0.638 -2.643
H: 4.366 1.595 -2.413
H: 0.749 1.801 -1.808
H: 2.201 2.591 -3.637
H: 1.511 3.923 -2.687
H: 3.217 3.486 -2.469
H: 1.340 2.051 0.545
H: 2.769 3.013 0.141
H: 1.146 3.666 -0.184
H: -1.549 -2.688 -1.102
H: -1.842 -3.217 -3.489
H: -1.706 -4.701 -2.516
H: -3.299 -4.176 -3.125
H: -3.202 -3.296 0.611
H: -4.176 -4.173 -0.592
H: -2.541 -4.750 -0.167
H: -5.042 -2.729 -2.510
H: -6.240 -0.609 -3.073
H: -5.135 1.605 -2.686
H: -1.617 1.798 -1.343
H: -3.219 2.366 0.424
H: -2.674 3.835 -0.424
H: -4.294 3.156 -0.762
H: -1.994 2.206 -3.701
H: -3.508 3.086 -3.359
H: -1.939 3.741 -2.806
H: -1.965 -0.574 2.609
H: -3.108 0.183 1.476
H: -2.833 -1.588 1.430
H: 0.971 -1.290 2.427
H: 2.014 -0.172 1.573
C: 0.293 -0.014 4.421
C: -1.128 0.516 4.741
C: -1.276 1.708 3.833
C: -0.317 1.750 2.884
C: 0.787 0.708 3.103
C: 2.145 1.419 3.373
C: 2.344 2.730 2.937
C: 3.616 3.311 2.960
C: 4.651 2.677 3.651
C: 4.430 1.408 4.214
C: 3.200 0.760 4.024
H: 0.958 0.257 5.258
H: 0.302 -1.106 4.334
H: -1.882 -0.257 4.510
H: -1.241 0.752 5.808
H: -2.087 2.431 3.983
H: -0.263 2.461 2.057
H: 1.508 3.314 2.553
H: 3.767 4.269 2.455
H: 5.618 3.175 3.756
H: 5.224 0.909 4.780
H: 3.057 -0.252 4.406

4.
This record from the OMol25 dataset describes a molecular structure, CH8NP2 at a distorted geometry. The level of theory is ωB97M-V with the def2-TZVPD basis set.

Its net charge is +1. The spin multiplicity is 1. For the energy relative to the best compared isomer or geometry (same formula, charge and spin), the calculation gives 99.1 kJ/mol. As for the LUMO energy: -4.5 eV. Its gap between HOMO and LUMO is 9.10 eV. As for the electronic energy: -779.986953 Ha.

CARTESIAN COORDINATES (ANGSTROEM)
C: 1.093 -0.171 0.670
N: 1.378 -0.202 -0.701
P: -1.552 -0.408 -0.502
P: -0.841 1.317 0.523
H: 1.589 0.477 1.395
H: 0.570 -0.929 1.186
H: 1.691 0.726 -0.974
H: 0.420 -0.456 -1.267
H: 2.130 -0.877 -0.992
H: -2.336 0.217 -1.468
H: -2.494 -0.772 0.365
H: -1.648 1.078 1.767

5.
This record from the OMol25 dataset describes a molecular structure, C23H19N5O6SSn at a distorted geometry. The level of theory is ωB97M-V with the def2-TZVPD basis set.

Its net charge is +2. The spin multiplicity is 1. As for the LUMO energy: -8.0 eV. Its gap between HOMO and LUMO is 5.87 eV. As for the electronic energy: -2224.918955 Ha.

CARTESIAN COORDINATES (ANGSTROEM)
Sn: 1.347 -1.143 -1.239
C: 3.974 -3.017 -0.832
C: 3.354 -3.683 -1.888
C: 3.339 -3.112 -3.158
C: 3.946 -1.882 -3.375
C: 4.563 -1.213 -2.322
C: 4.577 -1.780 -1.050
H: 4.062 -3.500 0.133
H: 2.959 -4.679 -1.740
H: 2.930 -3.665 -3.990
H: 4.004 -1.480 -4.375
H: 5.101 -0.295 -2.510
H: 5.126 -1.300 -0.250
N: 0.720 1.302 6.733
C: 0.545 1.289 5.431
C: 1.031 2.369 4.628
C: 0.824 2.381 3.296
C: 0.163 1.279 2.619
C: -0.424 0.258 3.457
C: -0.172 0.232 4.787
S: 1.702 0.263 1.757
O: 1.267 -1.078 1.519
O: 2.866 0.484 2.519
N: 1.573 1.102 0.392
C: 0.390 1.643 0.262
N: 0.005 2.194 -0.881
C: -1.179 2.741 -0.967
C: -2.105 2.722 0.093
C: -1.689 2.170 1.271
N: -0.441 1.660 1.373
H: 1.194 2.077 7.180
H: 0.399 0.549 7.326
H: 1.535 3.195 5.109
H: 1.159 3.209 2.687
H: -1.009 -0.517 2.984
H: -0.552 -0.578 5.394
H: -1.397 3.241 -1.901
H: -3.091 3.142 -0.011
H: -2.304 2.147 2.158
O: 0.404 0.056 -3.079
C: -0.768 0.295 -3.409
C: -1.957 -0.201 -2.794
C: -3.196 0.006 -3.432
C: -4.341 -0.566 -2.935
C: -4.309 -1.350 -1.772
C: -3.125 -1.519 -1.103
C: -1.918 -0.954 -1.576
O: -0.833 -1.105 -0.860
N: -5.612 -0.376 -3.628
O: -5.617 0.387 -4.563
O: -6.553 -0.994 -3.200
H: -0.917 0.954 -4.279
H: -3.250 0.587 -4.341
H: -5.221 -1.821 -1.433
H: -3.079 -2.129 -0.213

6.
This record from the OMol25 dataset describes 2 unconnected molecules or ions with the total composition C4H9NO at a distorted geometry. The level of theory is ωB97M-V with the def2-TZVPD basis set.

Its net charge is +1. The spin multiplicity is 2. For the energy relative to the best compared isomer or geometry (same formula, charge and spin), the calculation gives 325.9 kJ/mol. As for the LUMO energy (alpha / beta): -4.0 / -9.0 eV. Its gap between HOMO and LUMO (alpha / beta) is 10.22 / 3.96 eV. As for the electronic energy: -287.376650 Ha.

CARTESIAN COORDINATES (ANGSTROEM)
C: -1.904 -0.145 -0.047
C: -1.132 0.845 -0.580
N: -1.279 2.198 -0.330
H: -2.653 0.177 0.613
H: -1.964 -1.127 -0.481
H: -0.547 0.536 -1.421
H: -2.237 2.416 -0.082
H: -0.657 2.574 0.333
C: 1.563 -0.322 0.700
C: 2.336 -1.314 0.266
O: 1.790 -2.319 -0.554
H: 1.998 0.678 0.920
H: 0.477 -0.518 0.637
H: 3.383 -1.206 0.324
H: 0.827 -2.471 -0.298